15
Properties=species:S:1:pos:R:3 method="wB97M-V/def2-TZVPD" gap_ev=10.14 largest_force_ev_per_a=0.7 smiles="C=CC(=O)O.C=C(F)Cl" spin_multiplicity=1 total_charge=0 e_tot_ev=-24616.098 homo_ha=-0.3541
C 2.890 0.157 0.499
C 1.688 0.572 0.876
C 0.723 1.216 -0.035
O -0.410 1.493 0.272
O 1.208 1.463 -1.258
H 3.569 -0.325 1.181
H 3.225 0.294 -0.516
H 1.327 0.441 1.885
H 0.512 1.856 -1.809
C -1.992 -1.797 -0.126
C -2.791 -0.762 -0.288
F -3.122 -0.315 -1.508
Cl -3.512 0.158 0.955
H -1.729 -2.141 0.852
H -1.588 -2.310 -0.979